[1]
Below is C15H20ClN2O9P3Se2V as an isolated structure, with properties calculated with wB97M-V/def2-TZVPD.

Structure (XYZ):
```
53
Properties=species:S:1:pos:R:3
H 2.59 2.85 -3.31
Se -2.27 -0.23 0.33
C 0.13 0.53 -3.54
H 1.63 -0.50 0.07
C 1.76 2.22 -3.01
O -0.07 3.26 3.18
H -0.27 -0.15 5.11
O 3.67 -0.53 0.79
O 1.47 -0.89 3.28
C -4.54 -0.02 -4.69
C 5.03 -1.71 2.77
C 0.24 1.43 -1.31
C 1.16 1.36 -3.93
H -0.28 3.48 4.10
O 0.56 -0.33 5.59
P 1.74 -0.09 4.53
H -1.39 -2.52 3.74
H 1.77 2.88 -0.96
V -0.18 -0.74 1.93
H -0.31 -0.17 -4.24
O -0.98 0.85 3.60
H 5.71 -1.19 2.10
C 3.31 -1.61 1.19
H -0.11 1.47 -0.28
C -3.06 0.12 -2.79
H -4.97 2.91 -3.06
C -3.58 1.38 -2.50
N 2.17 -2.25 0.80
P 0.18 1.67 3.07
H 1.52 1.33 -4.95
C -0.34 0.57 -2.22
H -3.15 -1.56 -4.09
H 5.56 -2.48 3.32
C -5.05 1.23 -4.40
Se -1.18 -2.53 -2.39
H 4.57 -1.01 3.47
C -4.57 1.93 -3.30
O 1.42 1.48 4.07
N 1.15 -1.37 0.31
H -5.82 1.67 -5.02
H -2.08 -2.81 2.13
H -3.21 1.91 -1.63
H -4.92 -0.58 -5.54
C -3.55 -0.58 -3.89
O 0.54 1.35 1.65
H 1.79 -2.88 1.51
C -1.18 -2.52 2.67
C 1.30 2.24 -1.70
P -1.71 -0.56 -1.74
O 4.02 -2.40 2.03
H 0.78 -1.77 -0.55
O 3.06 -0.14 5.19
Cl -0.09 -4.02 2.49
```

Values from the calculation:
Energy above the lowest of the compared OMol25 structures with the same formula, charge and spin   0.5236 eV
E   -8601.85710 Ha
Strongest force on any atom   0.2 eV Å⁻¹
Net charge   -2
⟨S²⟩   0.7567
LUMO (spin up / spin down)   4.31 / 4.31 eV
Spin multiplicity   2

Löwdin charges in e: 0.0888 0.3700 -0.1179 0.0846 -0.1071 -0.1154 0.0356 0.0843 -0.3538 -0.1057 -0.0515 -0.1142 -0.1052 0.0670 -0.1484 0.2204 -0.0328 0.1058 0.4208 0.0824 -0.3411 0.0813 -0.6055 0.0348 -0.3943 0.0926 -0.1077 0.0361 0.1715 0.0892 -0.3983 0.0374 0.0837 -0.1198 0.1646 0.0726 -0.1016 -0.2599 0.0001 0.0869 -0.0527 0.0847 0.0903 -0.1225 -0.3471 0.0403 -0.6560 -0.0726 0.0882 -0.0355 0.0173 -0.2981 0.3333

---

[2]
Below is C56H41AlBrClN5O2P2 as an isolated structure, with properties calculated with wB97M-V/def2-TZVPD.

Structure (XYZ):
```
109
Properties=species:S:1:pos:R:3
H -2.98 -4.33 -5.42
C -2.47 1.52 0.18
H -0.92 1.22 4.34
C 0.01 -4.96 2.68
N -2.66 -2.55 -1.21
C 0.01 5.02 -6.03
H 3.40 -0.73 4.70
C -0.90 1.74 3.39
H 2.04 0.65 3.13
C -0.87 3.90 2.28
C 4.14 0.74 0.46
C -0.17 4.09 -3.82
C -3.09 -3.65 -0.63
H 2.04 -3.38 7.61
H 2.89 -3.14 4.93
H -0.24 -6.01 2.73
H 3.66 -2.49 -0.43
C 2.83 1.19 0.37
C 0.36 2.14 -1.50
N 1.39 -5.32 4.61
C 0.87 -4.43 3.60
H 1.01 3.77 -7.47
C 1.05 -3.14 7.24
H 5.24 3.81 -2.65
H -2.53 -2.40 6.00
H 5.46 -0.94 0.26
C -2.20 -1.29 -3.15
P 0.10 0.82 -0.24
H -3.21 2.45 2.03
H 6.56 1.76 -3.10
C -3.82 3.80 0.49
C -0.81 -3.68 5.81
C 3.43 -1.46 -0.21
C -2.62 1.90 -1.30
Br -1.86 -0.28 7.93
C -0.62 -4.13 1.73
C 1.82 0.31 0.00
C 1.27 -3.07 3.50
C -1.39 3.20 1.07
C 0.36 -2.04 7.74
C -0.42 5.12 -4.72
C -2.33 -2.30 -5.32
C 2.12 -1.02 -0.29
C -2.06 -1.18 -4.50
C -3.26 3.02 -1.72
H -0.17 5.82 -6.73
C 2.31 -2.51 4.26
N 1.26 -5.06 5.81
H -0.69 4.96 2.24
H -3.82 -5.66 -0.82
C 3.35 2.81 -2.84
C 0.49 -3.93 6.25
H -1.32 0.00 2.32
C -3.89 3.97 -0.83
C 0.67 3.87 -6.45
H 2.78 3.72 -2.67
C -1.05 1.71 0.91
C -2.59 -2.52 -2.57
Cl -4.82 5.22 -1.57
H 1.34 -1.71 -0.57
H -0.29 3.66 4.29
H 2.60 2.23 0.58
C 4.83 0.52 -3.36
C -1.11 1.06 2.27
C 0.90 2.84 -5.55
H 4.92 1.43 0.75
H -0.93 6.01 -4.38
C 3.44 0.47 -3.36
H -3.61 -5.66 -3.30
C 4.44 -0.59 0.18
H -2.68 1.26 -3.38
C 0.63 -2.23 2.55
C -1.51 -2.60 6.33
O -3.00 0.25 0.34
C -0.37 -2.78 1.68
H 1.04 2.89 -1.09
P 0.87 1.49 -3.15
H -2.21 -2.21 -6.39
C -3.35 -4.78 -2.72
C 1.85 -0.42 3.22
H -1.27 -4.32 5.08
C -2.90 -3.62 -3.38
C 5.48 1.72 -3.10
C -3.47 -4.79 -1.35
C -0.91 -1.78 7.27
C -2.90 2.77 1.04
H -0.59 2.63 -1.67
H -1.18 3.78 0.16
H 5.40 -0.37 -3.57
C 2.69 1.61 -3.10
H -3.14 -3.63 0.45
H -4.37 4.44 1.16
C -0.64 3.19 3.39
C -2.42 0.94 -2.37
H -1.32 -4.56 1.04
H -1.73 -0.25 -4.95
N -2.08 -0.28 -2.17
O -1.00 -1.99 0.81
C 0.49 2.94 -4.22
C -2.75 -3.49 -4.78
N 0.93 -0.92 2.45
H -0.51 4.22 -2.79
C 2.61 -1.19 4.13
C 4.73 2.87 -2.84
H 1.42 1.94 -5.88
Al -1.82 -0.92 -0.28
H -3.41 3.17 -2.78
H 2.93 -0.47 -3.57
H 0.81 -1.41 8.49
```

Values from the calculation:
Energy above the lowest of the compared OMol25 structures with the same formula, charge and spin   3.3579 eV
E   -6542.08361 Ha
Strongest force on any atom   0.6 eV Å⁻¹
Net charge   +1
LUMO   -3.69 eV
Spin multiplicity   1

Here are the Löwdin charges for atoms 1 to 99, given in e: 0.1237 -0.3871 0.1107 -0.0228 0.1197 -0.0789 0.1106 -0.0635 0.1131 -0.0318 -0.0677 -0.1005 -0.0591 0.1209 0.1177 0.1212 0.1114 -0.0982 -0.4799 0.0878 -0.2452 0.1080 -0.0296 0.1070 0.1037 0.1104 -0.1639 1.1459 0.1632 0.1068 -0.0155 -0.0205 -0.0631 -0.1262 0.7428 0.0058 -0.3853 -0.0963 -0.1766 -0.1141 -0.0774 -0.0387 -0.1086 0.0197 -0.0206 0.1072 -0.0011 0.0867 0.1090 0.1204 -0.0933 -0.2763 0.0972 -0.6496 -0.0748 0.1088 -0.3713 -0.1118 0.7031 0.1001 0.1064 0.1133 -0.0804 -0.0816 -0.1077 0.1118 0.1070 -0.1119 0.1315 -0.0666 0.1494 -0.1293 -0.1116 -0.0369 -0.2531 0.0702 1.0341 0.1166 0.0330 -0.1197 0.1183 -0.1302 -0.0776 -0.0070 -0.6940 -0.1148 0.0002 0.1412 0.1073 -0.4002 0.1284 0.1276 -0.0657 -0.0419 0.0924 0.1164 0.0741 -0.0436 -0.3893

---

[3]
Below is CH3BrNO2S as an isolated structure in a non-equilibrium geometry, with properties calculated with wB97M-V/def2-TZVPD.

Structure (XYZ):
```
9
Properties=species:S:1:pos:R:3
O -0.73 0.13 -1.60
H 0.98 -1.86 -0.80
Br -1.70 2.08 1.07
H 0.60 1.66 0.29
C -0.03 1.13 0.96
H 1.79 -0.65 -0.05
S -0.45 -0.22 -0.19
O -1.44 -1.09 0.38
N 0.97 -1.18 -0.05
```

Values from the calculation:
Energy above the lowest of the compared OMol25 structures with the same formula, charge and spin   1.6685 eV
E   -3217.32794 Ha
Strongest force on any atom   2.4 eV Å⁻¹
Net charge   -1
LUMO   3.55 eV
Spin multiplicity   1

Löwdin charges in e: -0.4395 0.0386 0.4381 -0.0853 -0.8241 0.0063 0.3977 -0.4202 -0.1114

---

[4]
Below is a 2-piece molecular cluster, C9H14 overall in a non-equilibrium geometry, with properties calculated with wB97M-V/def2-TZVPD.

Structure (XYZ):
```
23
Properties=species:S:1:pos:R:3
C 1.23 -0.16 2.47
H 0.16 -0.88 4.23
H 2.34 -0.03 0.62
C -0.95 -1.21 2.43
H -1.85 -1.47 2.98
C -0.15 1.94 -2.35
C 1.41 -0.31 1.09
C -1.98 -1.81 0.21
H 1.96 0.41 3.04
H -2.87 -1.19 0.35
C 0.36 -0.83 0.40
C 0.11 -0.73 3.16
H -0.36 1.52 -1.37
H 1.70 0.76 -2.56
H -1.72 -1.80 -0.85
H -2.22 -2.82 0.54
C -0.88 -1.23 1.02
C 1.28 1.72 -2.85
H 0.38 -0.91 -0.68
H -0.29 3.03 -2.29
H -0.89 1.78 -3.14
H 1.31 1.69 -3.94
H 1.94 2.52 -2.51
```

Values from the calculation:
Energy above the lowest of the compared OMol25 structures with the same formula, charge and spin   0.3929 eV
E   -350.99456 Ha
Strongest force on any atom   2.0 eV Å⁻¹
Net charge   +1
⟨S²⟩   0.7677
LUMO (spin up / spin down)   -4.50 / -8.18 eV
Spin multiplicity   2

Löwdin charges in e: 0.0661 0.1313 0.1336 0.0092 0.1403 -0.1663 -0.0095 0.0086 0.1363 0.1192 0.0318 0.0222 0.0334 0.0464 0.0961 0.1197 -0.1466 -0.1628 0.1268 0.0694 0.0657 0.0687 0.0606

---

[5]
Below is C10H13BrCaCl2FLiN2O7 as an isolated structure in a non-equilibrium geometry, with properties calculated with wB97M-V/def2-TZVPD.

Structure (XYZ):
```
38
Properties=species:S:1:pos:R:3
C 0.42 0.89 -1.32
O 3.96 -2.05 -1.22
H -3.61 -4.16 -2.58
H 3.88 1.10 1.05
N -3.31 -2.91 0.55
H -2.65 -2.25 -1.29
F 2.62 5.31 -0.76
Li -4.68 -5.01 3.10
N 3.59 -0.86 -1.18
C -4.42 -5.09 -0.80
O 0.75 2.28 -0.95
C 2.07 2.35 -0.26
H 1.29 6.04 1.58
Ca -2.18 -3.94 -4.01
Cl 5.32 2.98 0.94
C 0.20 0.03 0.07
H -4.07 -3.74 2.28
C -4.55 -4.98 0.57
H 2.11 7.41 3.22
Cl -5.88 -3.19 -2.32
O 3.22 1.78 -0.98
H 2.56 5.26 2.56
H 2.95 5.92 0.95
O 2.09 2.99 0.91
C 4.18 1.12 -0.08
H 5.18 1.76 -0.14
Br -1.65 -0.01 0.85
O 4.55 -0.25 -0.46
C -3.73 -4.11 -1.50
H -4.85 -5.94 -1.33
C -3.20 -3.04 -0.79
O 2.66 7.32 2.43
C -3.99 -3.88 1.20
C 2.34 6.06 1.85
H -5.08 -5.73 1.15
O 1.17 -0.68 0.69
H 1.26 0.34 -1.94
H -0.54 0.88 -2.03
```

Values from the calculation:
E   -5303.73074 Ha
Strongest force on any atom   9.6 eV Å⁻¹
Net charge   0
LUMO   -4.73 eV
Spin multiplicity   1

Löwdin charges in e: -0.1623 -0.0009 -0.1439 0.1294 0.0695 0.0704 -0.4600 0.8679 -0.0181 -0.1513 -0.0397 -0.2652 0.0780 0.8902 0.3268 -0.5634 0.0355 -0.1165 0.0705 -0.1907 -0.0129 0.0683 0.0442 0.0357 -0.3110 -0.0700 0.6598 -0.0505 -0.4230 0.1175 -0.2084 -0.1384 -0.2257 -0.1854 0.0775 -0.0953 0.1407 0.1507

---

[6]
Below is a 2-piece molecular cluster, C4H9NO overall in a non-equilibrium geometry, with properties calculated with wB97M-V/def2-TZVPD.

Structure (XYZ):
```
15
Properties=species:S:1:pos:R:3
C 0.08 0.78 0.58
H 2.16 -0.20 -2.05
N -1.31 0.52 0.61
H -0.78 -3.22 -1.02
H 0.51 -1.03 -0.39
H 0.08 2.41 1.95
C 1.75 0.44 -1.29
H 1.69 1.99 1.19
C 0.64 1.76 1.28
H -1.83 1.37 0.51
H -2.09 -3.04 -0.24
O -1.28 -2.59 -0.49
H 1.98 1.50 -1.40
C 0.83 0.02 -0.44
H -1.54 -0.21 -0.04
```

Values from the calculation:
Energy above the lowest of the compared OMol25 structures with the same formula, charge and spin   2.1257 eV
E   -287.75433 Ha
Strongest force on any atom   1.6 eV Å⁻¹
Net charge   0
LUMO   0.62 eV
SMILES string   C=CC(=C)N.O
Spin multiplicity   1

Löwdin charges in e: -0.4358 0.0474 0.0803 0.0439 0.0824 0.0566 0.0121 0.0497 0.0244 0.0851 0.0444 -0.0523 0.0658 -0.1550 0.0510